Molecular formula: C14H24Br2FO4PS3Si2
Method: DFT, the ωB97M-V functional and the def2-TZVPD basis

Multiplicity: 1
HOMO level: -8.91 eV
HOMO-LUMO gap: 8.921 eV

XYZ file:
```
51
Properties=species:S:1:pos:R:3:lowdin_charge:R:1
C 0.3396 -2.0483 -0.0272 -0.119
C -0.4362 -1.9456 -1.3595 -0.798
Br -2.3487 -2.1488 -1.0242 0.779
C -0.0987 -0.6869 -2.1347 -0.871
Br -0.1627 -0.9440 -4.0511 0.686
Si -0.9653 0.8840 -1.5165 0.035
S 0.3292 2.4154 -2.2717 0.559
O -0.8275 0.7815 0.1246 -0.348
Si -1.7877 1.4945 1.2847 0.280
S -0.9527 0.8000 3.1561 0.561
C -1.7445 3.3757 1.4029 -0.187
C -0.3517 3.9204 1.0405 -0.427
C 0.5733 4.1140 2.1866 0.003
O 0.6792 3.0255 1.1267 -0.142
C -3.5762 0.8186 1.3353 -0.412
C -4.6935 1.8350 1.1321 -0.068
F -3.7787 0.2043 2.5852 -0.117
P -2.9918 1.3912 -2.3772 0.043
O -4.1899 0.4560 -1.9012 -0.274
O -3.4000 2.8309 -1.7698 -0.234
S -2.9466 1.4844 -4.3040 0.281
H -0.3450 -2.0926 0.8103 0.056
H 0.9180 -2.9646 -0.0380 0.078
H 0.9714 -1.1791 0.1135 0.071
H -0.1623 -2.7963 -1.9689 0.061
H 0.9456 -0.4745 -1.9134 0.051
H -0.4185 3.5133 -2.1244 -0.194
H 0.3025 0.5800 2.7568 -0.182
H -2.4746 3.9045 0.7968 0.066
H -1.8335 3.6407 2.4491 0.084
H -0.2986 4.6749 0.2597 0.132
H 1.5206 4.6005 2.0130 0.108
H 0.4841 3.4813 3.0577 0.092
H -3.6701 0.0118 0.6121 0.062
H -5.2991 1.5601 0.2735 0.068
H -4.3679 2.8549 0.9681 0.048
H -5.3611 1.8057 1.9863 0.086
H -4.2757 -0.2185 -2.5857 0.048
H -2.5925 3.3432 -1.6556 0.031
C 5.0426 -5.1642 -0.3300 -0.097
C 4.4346 -4.1973 -1.1177 -0.099
C 4.3299 -2.8928 -0.6564 -0.106
C 4.8389 -2.5528 0.5889 -0.098
C 5.4494 -3.5194 1.3749 -0.096
C 5.5483 -4.8256 0.9169 -0.096
H 5.1227 -6.1822 -0.6882 0.100
H 4.0422 -4.4604 -2.0916 0.100
H 3.8509 -2.1392 -1.2692 0.096
H 4.7599 -1.5343 0.9465 0.100
H 5.8480 -3.2547 2.3454 0.100
H 6.0206 -5.5802 1.5321 0.100
```

Molecular formula: C14H24Cl6O4
Method: DFT, the ωB97M-V functional and the def2-TZVPD basis

Structure (SMILES): O=C1CCCO1.O=C1CCCO1.ClCCCl.ClCCCl.ClCCCl
Multiplicity: 1
ΔE to the lowest compared entry with this formula, charge and spin: 4.03 kcal per mole
HOMO level: -10.33 eV
HOMO-LUMO gap: 10.842 eV

XYZ file:
```
48
Properties=species:S:1:pos:R:3:lowdin_charge:R:1
Cl -0.0957 2.2007 1.2989 0.571
C 1.5665 1.7366 0.9187 -0.644
C 2.4645 2.1376 2.0982 -0.682
Cl 2.5559 3.8729 2.4071 0.544
H 1.8472 2.2166 -0.0136 0.058
H 1.6809 0.6569 0.8842 0.063
H 3.4863 1.7699 2.0336 0.072
H 2.0077 1.7053 2.9880 0.058
Cl -2.8748 2.0959 -0.9484 0.555
C -2.6040 0.4580 -1.5815 -0.659
C -1.6643 0.3823 -2.7444 -0.597
Cl 0.0026 0.8611 -2.2556 0.598
H -3.5892 0.0864 -1.8662 0.078
H -2.2977 -0.2108 -0.7785 0.048
H -2.0053 0.9631 -3.6048 0.080
H -1.5658 -0.5939 -3.2198 0.068
Cl 1.0835 4.3861 -3.0187 0.524
C 0.0560 4.5155 -1.5689 -0.690
C -1.1149 5.4514 -1.7676 -0.666
Cl -2.1074 5.0036 -3.1569 0.532
H 0.7221 4.7503 -0.7385 0.064
H -0.2805 3.5086 -1.3158 -0.028
H -0.8110 6.4779 -1.9721 0.064
H -1.7784 5.5146 -0.9069 0.072
O -1.0020 -2.4768 -1.4414 0.096
C 0.1609 -2.7288 -1.5883 -0.475
O 0.6022 -3.4816 -2.6300 0.034
C 2.0374 -3.3136 -2.6856 -0.157
C 2.4965 -3.0213 -1.2669 -0.147
C 1.3230 -2.1771 -0.7679 -0.080
H 2.2311 -2.4392 -3.3090 0.128
H 2.5584 -4.1934 -3.0571 0.126
H 3.4251 -2.4564 -1.3560 0.118
H 2.6358 -3.9202 -0.6706 0.120
H 1.3910 -1.1384 -1.1071 0.074
H 1.1954 -2.1427 0.3100 0.104
O 1.2781 -3.0311 3.5721 0.132
C 0.2397 -2.4778 3.3943 -0.510
O -0.0450 -1.8311 2.2543 -0.017
C -1.4673 -1.6024 2.0720 -0.115
C -2.0782 -2.3922 3.2363 -0.151
C -0.9858 -2.4484 4.2746 -0.080
H -1.7521 -1.9306 1.0746 0.108
H -1.5761 -0.5158 2.1089 0.109
H -2.3792 -3.4086 2.9782 0.121
H -2.9885 -1.9414 3.6423 0.118
H -1.0661 -3.3301 4.9015 0.126
H -0.9182 -1.5476 4.8898 0.135
```

Molecular formula: C14H24ClFeN3O9P2
Method: DFT, the ωB97M-V functional and the def2-TZVPD basis

Multiplicity: 1
HOMO level (alpha / beta): -8.95 / -8.96 eV
HOMO-LUMO gap (alpha / beta): 9.171 / 9.178 eV

XYZ file:
```
54
Properties=species:S:1:pos:R:3:lowdin_charge:R:1
Fe -1.5582 1.5359 -0.1097 0.576
N -1.5628 -2.0338 2.6752 0.029
C -2.4787 -0.9209 2.3499 -0.588
C -3.7878 -1.0868 3.1289 -0.079
P -1.6224 0.6157 2.8596 0.503
O -2.6638 1.5994 3.5357 -0.080
O -0.7296 0.1280 4.0553 -0.095
O -0.8768 1.2977 1.7638 -0.283
P -2.8941 -0.7870 0.5708 0.353
O -1.3528 -0.7439 -0.0819 -0.197
O -3.5986 -1.9813 0.0852 -0.265
O -3.3491 0.6426 0.3795 -0.304
H -0.6902 -0.8542 3.9806 0.073
H -0.9620 -2.2444 1.8857 0.074
H -2.1030 -2.8687 2.8697 0.095
H -3.6026 -1.1031 4.2044 0.091
H -4.2584 -2.0241 2.8284 0.087
H -4.4762 -0.2734 2.9111 0.086
H -2.8702 2.3399 2.9459 0.106
H -1.3279 -1.3269 -0.8531 0.083
Cl -2.2834 5.2282 -3.0367 0.579
C -3.3749 4.4184 -1.8719 -0.452
C -2.6317 3.2951 -1.1918 -0.737
O -2.3604 2.2445 -1.8170 -0.032
O -2.2616 3.4173 0.0019 -0.016
H -4.2199 4.0277 -2.4304 0.085
H -3.6890 5.1576 -1.1437 0.080
C 1.1593 -2.8599 -0.9896 -0.074
C 1.9962 -1.9825 -1.9098 -0.199
N 3.2045 -1.4823 -1.2688 -0.055
C 4.2427 -2.4571 -0.9296 -0.199
C 4.3451 -2.7129 0.5663 -0.068
C 3.5166 -0.1720 -1.0994 -0.420
O 4.6076 0.1933 -0.6924 0.080
C 2.4575 0.8599 -1.3717 -0.111
C 2.7259 1.9004 -2.2487 0.017
C 1.7813 2.8948 -2.4151 -0.016
C 0.5988 2.8224 -1.7001 -0.070
N 0.3350 1.8228 -0.8511 0.034
C 1.2573 0.8693 -0.6848 -0.048
H 0.2368 -3.1634 -1.4882 0.081
H 0.9087 -2.3262 -0.0705 0.060
H 1.6924 -3.7707 -0.7141 0.073
H 1.4109 -1.1370 -2.2647 0.112
H 2.2886 -2.5534 -2.7967 0.125
H 5.1947 -2.0805 -1.3029 0.120
H 4.0095 -3.3773 -1.4673 0.117
H 4.5928 -1.7884 1.0862 0.075
H 5.1316 -3.4405 0.7705 0.077
H 3.4079 -3.1011 0.9674 0.065
H 3.6714 1.9285 -2.7751 0.130
H 1.9493 3.7258 -3.0851 0.115
H -0.1541 3.5881 -1.7995 0.089
H 1.0180 0.1006 0.0391 0.119
```

Molecular formula: C14H24F3NO2
Method: DFT, the ωB97M-V functional and the def2-TZVPD basis

Structure (SMILES): O=C1OCC[C@@H]1CCC(F)=C(F)F.CCN(CC)CC
Multiplicity: 1
HOMO level: -7.87 eV
HOMO-LUMO gap: 8.407 eV

XYZ file:
```
44
Properties=species:S:1:pos:R:3:lowdin_charge:R:1
O 0.9500 1.6173 0.2350 0.137
C 1.9864 1.4230 0.8013 -0.446
O 3.0296 2.2927 0.7165 0.031
C 4.1821 1.6970 1.3642 -0.138
C 3.8807 0.2059 1.3003 -0.102
C 2.3944 0.2561 1.6748 -0.233
C 1.5556 -0.9907 1.4984 -0.139
C 2.0486 -2.1877 2.3187 -0.101
C 2.4426 -1.8507 3.7155 -0.231
F 1.6200 -1.0083 4.3710 0.086
C 3.4731 -2.3272 4.3821 -0.317
F 3.7528 -2.0615 5.6443 0.154
F 4.3699 -3.1441 3.8511 0.136
H 5.0747 2.0188 0.8368 0.126
H 4.2112 2.0578 2.3959 0.129
H 4.5228 -0.4470 1.8870 0.123
H 3.9428 -0.0779 0.2427 0.137
H 2.3402 0.6342 2.7060 0.161
H 0.5082 -0.7777 1.7069 0.119
H 1.5934 -1.2783 0.4438 0.129
H 1.2642 -2.9494 2.3504 0.130
H 2.9090 -2.6460 1.8271 0.124
C -5.0478 0.7228 -3.1674 -0.093
C -4.0970 -0.0475 -2.2644 -0.280
N -2.7254 -0.0381 -2.7418 -0.202
C -1.8710 -0.9989 -2.0668 -0.249
C -1.5958 -0.7917 -0.5726 -0.085
C -2.1467 1.2784 -2.9730 -0.243
C -2.1130 2.2629 -1.7974 -0.075
H -4.9785 0.3631 -4.1950 0.079
H -6.0739 0.5888 -2.8222 0.071
H -4.8398 1.7931 -3.1640 0.063
H -4.4107 -1.0952 -2.2321 0.115
H -4.2003 0.3343 -1.2358 0.101
H -0.9176 -1.0239 -2.6028 0.110
H -2.3251 -1.9852 -2.2073 0.107
H -0.9076 0.0322 -0.3937 0.037
H -1.1436 -1.6971 -0.1585 0.064
H -2.5142 -0.6022 -0.0143 0.070
H -2.6925 1.7411 -3.7984 0.099
H -1.1308 1.1199 -3.3439 0.113
H -3.0687 2.2875 -1.2698 0.066
H -1.9212 3.2708 -2.1707 0.073
H -1.3313 2.0287 -1.0777 0.043
```

| no. | total energy (Eh) |
| --- | --- |
| 1 | -8211.7924 |
| 2 | -3609.9919 |
| 3 | -3796.2343 |
| 4 | -1052.6466 |